(1)
A cluster of 14 separate species, C40H60N8O12 in total in a non-equilibrium geometry. Source: the OMol25 dataset; level of theory: ωB97M-V with the def2-TZVPD basis set.

* molecular weight: 845.0 g mol⁻¹
* HOMO: -9.86 eV
* LUMO energy: 0.037 eV
* gap between HOMO and LUMO: 9.8969 eV
* spin multiplicity: 1
* largest force on an atom: 5.3 eV/A

XYZ file:
```
120
Properties=species:S:1:pos:R:3:forces:R:3
O 4.2478 -2.2763 0.1874 -0.67 0.06 0.22
C 4.2541 -1.2467 0.8226 -0.55 -3.24 0.52
O 5.0128 -0.2732 0.4418 1.11 2.46 -0.70
C 4.9539 0.8406 1.3385 -0.89 0.05 1.42
C 3.7221 0.5470 2.2126 -0.04 0.72 0.12
C 3.5867 -0.9674 2.1651 -0.58 1.33 0.11
H 4.7123 1.7909 0.8623 0.86 -0.25 -0.56
H 5.8547 0.8565 1.9520 0.20 0.20 -0.38
H 2.9000 1.0716 1.7258 -0.39 -0.39 -0.03
H 3.7513 0.9857 3.2099 0.31 -0.14 0.01
H 2.5289 -1.2154 2.2534 0.12 -0.50 -0.45
H 4.0784 -1.4012 3.0358 0.38 -0.40 -0.41
O 1.5087 -4.0317 4.5622 -0.67 -0.47 -4.15
C 1.3218 -4.1797 3.3202 0.12 0.98 4.68
O 2.2683 -4.6519 2.5414 0.94 -0.79 -0.26
C 1.8271 -4.8637 1.1883 1.63 0.72 -0.40
C 0.5485 -4.1073 1.1144 -1.02 0.81 -0.92
C 0.0703 -3.8573 2.5404 0.07 -1.34 -0.70
H 1.9621 -5.8963 0.8664 -0.84 -0.30 0.68
H 2.5120 -4.3402 0.5213 0.50 0.03 0.29
H -0.1415 -4.5849 0.4187 -0.33 0.21 0.25
H 0.8084 -3.1233 0.7243 -0.13 0.04 -0.42
H -0.6549 -4.6395 2.7650 -0.30 0.31 0.54
H -0.3316 -2.8541 2.6819 0.06 -0.31 0.33
O -1.4571 -0.2294 -4.7931 0.79 -2.23 -0.36
C -1.2519 -1.4158 -5.0968 -2.57 3.70 2.69
O -0.8897 -1.7644 -6.2638 1.52 -1.47 -2.96
C -0.8422 -3.2297 -6.4110 0.10 0.93 -0.20
C -0.9736 -3.7644 -5.0078 -0.90 -1.26 -0.67
C -1.6065 -2.6007 -4.2521 1.40 -0.95 1.07
H 0.1017 -3.5175 -6.8738 -0.19 0.30 -0.21
H -1.7059 -3.4882 -7.0237 0.21 -0.01 -0.17
H -0.0354 -4.2177 -4.6877 0.07 0.66 0.50
H -1.6501 -4.6134 -5.1061 -0.13 -0.10 0.40
H -1.1294 -2.5088 -3.2764 -0.33 0.27 0.14
H -2.6774 -2.7243 -4.0911 0.07 0.30 -0.19
O 3.0154 7.0366 -1.8414 -0.31 -4.59 0.94
C 3.1617 5.8026 -1.6948 0.12 2.54 -0.94
O 2.2378 4.8798 -1.2259 -1.04 3.34 -0.34
C 2.6814 3.5684 -1.1407 1.41 -0.62 -0.79
C 4.2043 3.7360 -1.2586 0.43 -1.08 1.06
C 4.4095 5.0157 -2.0606 0.29 -0.72 0.32
H 2.3517 2.9494 -1.9751 -0.52 0.18 -0.10
H 2.2830 3.1441 -0.2191 0.31 -0.05 0.06
H 4.6980 2.8317 -1.6146 -0.08 0.09 -0.45
H 4.5915 3.8331 -0.2444 0.18 0.45 0.10
H 4.4792 4.8062 -3.1280 -0.53 0.08 -0.16
H 5.3600 5.5038 -1.8451 -0.34 0.31 0.31
O -1.1811 3.8788 4.9465 0.12 0.87 -1.71
C -0.9938 4.4958 3.9088 0.34 -2.05 1.36
O -1.0419 5.8243 3.8716 0.03 1.28 -0.72
C -0.7432 6.2751 2.5220 -0.51 1.17 -0.31
C -1.0676 5.1390 1.6529 0.04 -3.16 -1.27
C -0.6270 3.9655 2.4977 -0.23 0.12 1.91
H 0.2884 6.6148 2.4300 0.06 -0.13 0.28
H -1.4034 7.0682 2.1709 0.08 0.50 0.96
H -0.5424 4.9993 0.7081 -0.13 0.93 -0.20
H -2.1305 4.9750 1.4756 -0.15 0.66 -0.11
H 0.4614 3.9171 2.4648 0.13 -0.40 0.13
H -1.0839 2.9825 2.3834 0.11 0.17 -0.29
O -2.5242 -1.6960 -0.9431 0.52 -0.21 -0.44
C -1.6591 -1.1068 -0.3424 -0.43 1.59 -2.07
O -1.6014 -1.1858 0.9445 -0.13 -1.45 3.56
C -0.5248 -0.4396 1.5352 -0.31 -0.53 0.29
C -0.3815 0.6305 0.5702 1.37 1.77 -1.40
C -0.6406 -0.0182 -0.7948 -0.98 -0.69 0.31
H 0.3684 -1.0636 1.5660 0.04 -0.22 0.10
H -0.7323 -0.0283 2.5230 -0.51 -0.60 0.08
H 0.6020 1.0678 0.7419 0.05 0.38 -0.54
H -1.1358 1.4004 0.7325 0.09 -0.01 0.08
H 0.1828 -0.5362 -1.2865 0.33 0.38 0.06
H -1.1331 0.6678 -1.4840 0.20 -0.20 -0.22
C 4.8015 -0.2137 -3.9289 -0.24 0.15 0.49
C 3.6430 -0.1283 -3.0245 -0.54 -0.22 0.52
N 2.7504 -0.0774 -2.2901 0.86 0.07 -0.61
H 5.0467 -1.2471 -4.1739 -0.31 0.05 -0.02
H 5.6550 0.1996 -3.3914 0.04 0.17 -0.18
H 4.5811 0.3534 -4.8333 0.16 -0.09 0.03
C -3.9198 2.0831 0.1713 -0.11 -0.34 -0.03
C -4.7367 2.3483 -0.9919 1.32 -0.06 1.88
N -5.3268 2.5915 -1.9200 -1.58 0.51 -2.38
H -2.8831 2.0849 -0.1653 0.00 -0.01 0.18
H -4.2196 1.1003 0.5350 0.32 0.03 0.30
H -4.0764 2.8327 0.9469 0.03 -0.10 -0.05
C 1.9494 -1.1887 5.4075 1.40 -0.91 -0.04
C 1.3194 0.0053 4.9293 -0.46 0.67 -0.07
N 0.8465 0.9824 4.5483 0.09 -0.24 -0.17
H 1.4144 -1.7608 6.1655 -0.13 0.24 -0.21
H 2.9578 -0.9682 5.7578 -0.11 0.43 0.58
H 2.2291 -1.8553 4.5917 -0.73 -0.12 -0.11
C 1.9877 -3.3426 -2.4794 0.09 -0.12 -0.60
C 2.2700 -2.7837 -3.8221 -0.30 -0.52 1.19
N 2.5416 -2.4001 -4.8645 0.03 0.15 -0.54
H 2.9348 -3.4795 -1.9574 -0.07 0.25 0.16
H 1.5335 -4.3266 -2.5960 -0.03 -0.03 -0.10
H 1.2970 -2.7259 -1.9044 0.24 0.19 -0.11
C -5.0193 -3.9141 -1.6669 -0.74 0.36 -1.50
C -6.2578 -3.6874 -2.4829 -2.74 0.45 -1.01
N -7.2237 -3.4811 -3.1321 3.26 -0.73 2.09
H -5.1134 -3.6755 -0.6075 -0.24 -0.04 -0.26
H -4.3195 -3.2308 -2.1481 0.44 -0.07 0.46
H -4.6969 -4.9410 -1.8395 0.05 0.06 0.23
C -2.7000 3.0707 -4.5656 -0.39 0.70 -2.15
C -2.1291 3.2686 -3.2909 0.45 -0.38 1.51
N -1.6396 3.4863 -2.2753 0.02 -0.11 0.16
H -3.0306 4.0636 -4.8705 -0.39 0.06 -0.10
H -3.5333 2.3802 -4.6960 0.22 -0.06 0.60
H -1.9281 2.8454 -5.3015 0.10 -0.40 0.17
C -4.2365 1.1740 5.9100 0.10 0.02 -0.65
C -3.7801 1.0685 4.5270 1.11 -0.16 -0.92
N -3.3908 0.9939 3.4406 -0.44 0.01 0.84
H -3.5128 1.7067 6.5270 -0.06 0.16 -0.22
H -4.3504 0.1676 6.3130 -0.40 0.14 0.01
H -5.1630 1.7359 5.7921 -0.18 -0.18 0.78
C -3.7765 -2.4146 2.3659 0.53 0.65 0.24
C -4.4548 -3.0005 3.5028 -2.12 -1.42 2.06
N -5.0422 -3.4944 4.3900 1.59 1.27 -2.09
H -3.9651 -2.9170 1.4172 0.17 -0.17 0.25
H -2.7179 -2.3706 2.6216 -0.01 -0.34 -0.38
H -4.0284 -1.3611 2.2444 -0.31 -0.03 0.09
```
Forces are in eV/Å.

Results of the Löwdin charge analysis, in e, for atoms 1 through 99:
1. O 0.092
2. C -0.513
3. O 0.057
4. C -0.115
5. C -0.157
6. C -0.057
7. H 0.105
8. H 0.133
9. H 0.097
10. H 0.116
11. H 0.096
12. H 0.133
13. O 0.040
14. C -0.445
15. O 0.061
16. C -0.139
17. C -0.160
18. C -0.048
19. H 0.134
20. H 0.101
21. H 0.129
22. H 0.095
23. H 0.139
24. H 0.101
25. O 0.063
26. C -0.532
27. O 0.069
28. C -0.104
29. C -0.162
30. C -0.059
31. H 0.126
32. H 0.129
33. H 0.095
34. H 0.112
35. H 0.105
36. H 0.129
37. O 0.079
38. C -0.378
39. O 0.003
40. C -0.187
41. C -0.167
42. C -0.073
43. H 0.117
44. H 0.116
45. H 0.104
46. H 0.102
47. H 0.128
48. H 0.126
49. O 0.072
50. C -0.475
51. O 0.048
52. C -0.150
53. C -0.184
54. C -0.083
55. H 0.134
56. H 0.131
57. H 0.121
58. H 0.122
59. H 0.124
60. H 0.098
61. O 0.097
62. C -0.501
63. O 0.002
64. C -0.171
65. C -0.166
66. C -0.019
67. H 0.100
68. H 0.112
69. H 0.111
70. H 0.092
71. H 0.092
72. H 0.110
73. C -0.057
74. C -0.268
75. N 0.167
76. H 0.076
77. H 0.080
78. H 0.088
79. C -0.072
80. C -0.300
81. N 0.141
82. H 0.042
83. H 0.073
84. H 0.081
85. C -0.071
86. C -0.270
87. N 0.165
88. H 0.096
89. H 0.093
90. H 0.042
91. C -0.059
92. C -0.281
93. N 0.165
94. H 0.073
95. H 0.079
96. H 0.059
97. C -0.063
98. C -0.255
99. N 0.106

***

(2)
A cluster of 10 separate species, C40H60O30 in total in a non-equilibrium geometry. Source: the OMol25 dataset; level of theory: ωB97M-V with the def2-TZVPD basis set.

* energy above the lowest of the compared OMol25 structures with the same formula, charge and spin: 91.1 kcal per mole
* molecular weight: 1020.9 g mol⁻¹
* HOMO: -10.18 eV
* LUMO energy: 0.161 eV
* gap between HOMO and LUMO: 10.3381 eV
* spin multiplicity: 1
* structure (SMILES): C[C@H]1COC(=O)O1.C[C@H]1COC(=O)O1.C[C@H]1COC(=O)O1.C[C@H]1COC(=O)O1.C[C@H]1COC(=O)O1.C[C@H]1COC(=O)O1.C[C@H]1COC(=O)O1.C[C@H]1COC(=O)O1.C[C@H]1COC(=O)O1.C[C@H]1COC(=O)O1
* largest force on an atom: 3.8 eV/A

XYZ file:
```
130
Properties=species:S:1:pos:R:3:forces:R:3
C -2.7266 -5.7279 3.6033 -0.49 0.22 -1.10
C -2.4372 -5.7013 2.0976 -0.80 0.82 0.36
C -1.9388 -4.3858 1.5194 0.25 0.39 -0.60
O -0.8299 -4.7425 0.6615 0.09 -1.91 0.87
C -0.5562 -6.1011 0.8972 0.32 1.83 0.16
O 0.3632 -6.6907 0.4341 0.06 0.00 -0.39
O -1.4068 -6.6018 1.7950 0.13 -0.95 -0.52
H -2.8941 -4.6939 3.8982 0.16 -0.14 0.47
H -1.9148 -6.2181 4.1337 0.00 0.22 0.13
H -3.6633 -6.2698 3.7296 0.13 -0.12 0.40
H -3.3620 -5.8929 1.5465 0.16 -0.85 -0.02
H -1.6670 -3.6898 2.3101 0.41 0.19 -0.26
H -2.6585 -3.9615 0.8207 -0.22 0.29 0.42
C -5.0991 -3.1862 6.7383 0.73 0.24 0.64
C -4.6935 -2.0825 5.7377 -2.45 -2.49 0.88
C -4.1102 -0.7565 6.2054 -0.34 -0.91 -2.34
O -3.0411 -0.6033 5.2525 0.90 -0.69 0.12
C -2.8037 -1.7688 4.5538 0.26 1.21 1.17
O -1.8629 -1.8710 3.8336 -0.65 -0.59 -0.17
O -3.7385 -2.6858 4.8987 1.41 0.48 -1.14
H -5.2594 -4.1411 6.2381 -0.10 0.24 -0.42
H -6.0299 -2.9384 7.2484 0.13 0.14 0.14
H -4.3064 -3.4081 7.4577 -0.06 0.27 0.20
H -5.6494 -2.0462 5.2029 0.38 1.01 -0.63
H -3.7984 -0.8661 7.2415 0.17 0.86 -0.03
H -4.7561 0.0252 5.8114 -0.42 0.36 1.60
C 0.8388 -4.3503 -2.2272 0.16 0.05 0.73
C 1.8909 -4.9174 -3.1461 -0.01 1.30 -0.81
C 2.7110 -6.0733 -2.6599 0.26 -1.80 0.59
O 2.3412 -7.1462 -3.5281 0.60 -0.93 0.55
C 1.4154 -6.7772 -4.3964 -0.20 -0.83 -0.95
O 0.8637 -7.5482 -5.1352 0.17 0.98 0.37
O 1.2767 -5.4500 -4.3429 -0.80 0.64 -0.09
H 1.2655 -3.9910 -1.2855 0.32 -0.35 0.05
H 0.1241 -5.1257 -1.9537 -0.21 0.18 -0.11
H 0.3770 -3.4408 -2.6097 -0.27 -0.35 -0.50
H 2.5375 -4.1088 -3.4939 0.02 -0.01 0.01
H 2.4541 -6.4681 -1.6735 -0.02 0.63 0.23
H 3.7964 -6.0039 -2.7364 -0.06 0.51 0.01
C 5.2643 -4.9616 1.4196 0.57 -1.84 0.45
C 4.6355 -3.6693 1.7641 0.30 1.85 0.74
C 3.7033 -3.1178 0.6563 -0.13 -0.50 -0.29
O 2.4328 -3.1342 1.2769 -0.81 0.52 -0.25
C 2.4792 -3.4891 2.5649 0.81 -1.55 -0.31
O 1.5423 -3.7614 3.2381 -0.11 0.66 0.27
O 3.7861 -3.6931 2.9252 -0.79 -0.33 -0.09
H 6.2074 -4.8329 0.8855 -0.43 0.22 -0.69
H 4.5684 -5.6570 0.9452 0.12 0.23 -0.49
H 5.6350 -5.5622 2.2562 -0.33 0.53 0.57
H 5.3975 -2.9688 2.1184 0.19 0.12 -0.69
H 3.6518 -3.8092 -0.1885 0.09 -0.18 0.12
H 3.8517 -2.1426 0.1914 0.40 0.21 0.60
C 4.7580 -0.2553 3.9837 -0.40 0.20 -0.28
C 4.7164 0.9531 3.0298 1.27 -0.04 0.28
C 4.5692 0.4731 1.5953 -0.56 1.28 0.58
O 3.1290 0.4947 1.4929 -0.42 -1.01 -0.01
C 2.6130 1.3456 2.4115 0.32 0.58 -0.29
O 1.4667 1.6593 2.5026 0.39 -0.28 -0.02
O 3.6316 1.8604 3.1620 -0.85 -0.70 0.36
H 4.6026 -0.0283 5.0367 0.23 0.32 -0.05
H 5.7485 -0.6845 3.8253 0.01 -0.12 0.28
H 4.0251 -1.0280 3.7415 -0.09 0.09 -0.21
H 5.6266 1.5298 3.1882 -0.04 0.12 -0.09
H 5.0636 -0.4913 1.5152 -0.58 -0.22 -0.58
H 4.8646 1.2092 0.8483 0.66 -0.23 0.04
C -0.1297 -1.1454 0.6236 0.11 -0.10 -0.68
C -0.5185 -0.2697 -0.5817 -0.52 -1.39 1.05
C -1.5759 0.7393 -0.1987 -0.37 -0.36 1.17
O -1.1038 1.9427 -0.7329 0.20 1.19 -0.87
C 0.2103 1.8341 -1.0699 -0.57 -0.84 1.37
O 0.9349 2.7368 -1.3323 -0.04 0.00 -0.53
O 0.5933 0.5416 -0.8844 0.69 0.95 -0.96
H 0.6592 -0.5864 1.1250 0.00 -0.25 0.28
H 0.2385 -2.1126 0.2832 0.21 0.04 0.15
H -0.9364 -1.3441 1.3298 -0.15 0.20 -0.11
H -0.7661 -0.8850 -1.4481 -0.10 0.27 -0.12
H -1.6117 0.8189 0.8951 0.34 0.24 0.04
H -2.6179 0.5196 -0.4319 0.21 0.07 -0.89
C -1.5165 2.3004 3.9942 -0.11 -0.28 0.20
C -1.0824 3.7426 4.0095 -1.77 -0.52 -0.09
C 0.3209 4.1616 4.3980 -0.96 -0.45 -0.04
O 0.6703 5.0534 3.3601 0.30 0.78 0.45
C -0.3725 5.2864 2.5355 0.42 -1.66 -1.53
O -0.3172 6.0347 1.6139 -0.46 0.39 0.41
O -1.3483 4.3353 2.7197 1.08 1.04 0.59
H -0.9955 1.6076 3.3340 0.16 0.35 -0.17
H -2.5766 2.3533 3.7422 -0.01 -0.42 -0.11
H -1.4516 1.8817 5.0010 0.01 0.06 0.04
H -1.8198 4.2061 4.6733 0.25 0.26 0.18
H 0.9912 3.3051 4.4453 0.25 0.29 -0.05
H 0.1827 4.6793 5.3471 0.84 0.09 0.06
C 3.3093 3.4612 -3.8538 0.34 -0.12 1.19
C 2.8090 3.5489 -5.2554 -0.26 0.62 1.39
C 2.2241 2.2931 -5.8948 0.67 1.15 -2.21
O 0.8378 2.5959 -6.0542 -0.95 0.34 0.32
C 0.5950 3.9362 -5.7439 -0.92 -2.16 0.38
O -0.4648 4.4867 -5.8540 0.43 -0.44 -0.32
O 1.6478 4.4031 -5.1561 1.25 1.72 -0.13
H 3.3631 4.4379 -3.3681 -0.04 0.25 -0.46
H 4.3387 3.0980 -3.8357 -0.16 -0.47 0.11
H 2.6242 2.9204 -3.1973 0.24 -0.44 -0.12
H 3.5927 4.0764 -5.8001 -0.40 -0.16 -0.69
H 2.5148 1.3330 -5.4760 -0.76 0.09 0.61
H 2.5731 2.2892 -6.9331 0.34 -0.39 0.08
C -4.6081 1.4277 -6.5806 -0.07 1.04 0.45
C -3.3989 2.1895 -5.9718 -3.76 0.41 -0.12
C -3.7638 2.9448 -4.6507 2.41 -0.28 -0.51
O -2.9912 2.1999 -3.6668 -0.54 -0.96 0.25
C -2.3515 1.1539 -4.2534 -0.17 0.04 -0.64
O -1.6663 0.3182 -3.7552 -0.07 0.39 0.93
O -2.6057 1.1144 -5.5799 1.68 0.73 0.12
H -5.4365 2.0746 -6.8783 0.09 0.12 0.04
H -4.9365 0.8068 -5.7469 -0.30 -0.32 -0.32
H -4.3340 0.8238 -7.4423 0.19 -0.07 0.13
H -3.0827 3.0337 -6.5859 1.32 -0.99 -0.65
H -4.8226 3.1041 -4.4646 0.05 -0.48 0.48
H -3.1981 3.8759 -4.6683 -0.65 0.40 -0.07
C -1.4661 5.6375 -1.8036 0.18 -0.14 -0.69
C -1.2448 6.7416 -2.8523 -1.25 -1.07 -0.46
C -2.1098 8.0341 -2.7681 1.50 -1.22 1.68
O -1.1261 8.9344 -2.2779 0.23 1.36 -0.05
C 0.1442 8.4530 -2.3711 -0.45 0.76 0.25
O 1.1156 9.0936 -2.1138 -0.15 -0.18 -0.10
O 0.1102 7.1944 -2.7724 -0.05 -0.66 -0.37
H -2.4569 5.1777 -1.7894 -0.36 0.64 -0.15
H -1.1856 5.9037 -0.7862 0.20 -0.02 -0.06
H -0.8853 4.8127 -2.2219 0.51 -0.06 0.73
H -1.3881 6.2209 -3.7998 0.28 0.38 -0.29
H -2.7753 7.8727 -1.9196 -0.62 0.26 -0.46
H -2.5837 8.4074 -3.6722 0.08 -0.12 -0.02
```
Forces are in eV/Å.

Results of the Löwdin charge analysis, in e, for atoms 1 through 99:
1. C 0.012
2. C -0.323
3. C -0.086
4. O 0.022
5. C -0.526
6. O 0.156
7. O 0.101
8. H 0.057
9. H 0.097
10. H 0.081
11. H 0.149
12. H 0.103
13. H 0.135
14. C -0.024
15. C -0.331
16. C -0.051
17. O 0.029
18. C -0.512
19. O 0.163
20. O 0.063
21. H 0.084
22. H 0.085
23. H 0.086
24. H 0.149
25. H 0.140
26. H 0.141
27. C -0.008
28. C -0.302
29. C -0.084
30. O 0.071
31. C -0.593
32. O 0.146
33. O 0.093
34. H 0.072
35. H 0.090
36. H 0.090
37. H 0.151
38. H 0.132
39. H 0.133
40. C -0.030
41. C -0.314
42. C -0.073
43. O 0.048
44. C -0.551
45. O 0.177
46. O 0.064
47. H 0.096
48. H 0.094
49. H 0.094
50. H 0.139
51. H 0.118
52. H 0.127
53. C -0.006
54. C -0.319
55. C -0.072
56. O 0.051
57. C -0.524
58. O 0.171
59. O 0.091
60. H 0.090
61. H 0.089
62. H 0.079
63. H 0.154
64. H 0.116
65. H 0.144
66. C 0.010
67. C -0.310
68. C -0.111
69. O 0.064
70. C -0.525
71. O 0.159
72. O 0.075
73. H 0.077
74. H 0.060
75. H 0.072
76. H 0.141
77. H 0.121
78. H 0.140
79. C -0.026
80. C -0.330
81. C -0.094
82. O 0.075
83. C -0.534
84. O 0.164
85. O 0.081
86. H 0.069
87. H 0.087
88. H 0.086
89. H 0.143
90. H 0.123
91. H 0.132
92. C -0.029
93. C -0.288
94. C -0.085
95. O 0.043
96. C -0.551
97. O 0.140
98. O 0.102
99. H 0.098